13
Properties=species:S:1:pos:R:3 method="wB97M-V/def2-TZVPD" total_energy_ev=-45875.84478 homo_ev=-6.017 fmax_ev_per_a=3.05 homo_lumo_gap_ev=8.422 relative_energy_kcal_mol=3.8 charge=-1
C 0.73356 -0.24208 0.00387
O 1.24634 3.22640 3.97022
O -1.03254 3.02810 3.12841
O -0.03634 5.24579 3.40674
O -1.85631 1.73193 1.12353
O 0.14108 0.88805 2.47893
O 0.33861 1.16461 0.07331
S 0.79249 3.69029 1.19735
S 0.20614 3.84787 3.15895
S -0.45641 1.76126 1.50930
H -0.06579 -0.65286 -0.76556
H 0.50051 -0.78968 1.01616
H 1.80484 -0.46233 -0.28784